{"formula": "C46H79F16N3O23S7", "method": "ωB97M-V/def2-TZVPD", "symbols": ["F", "C", "F", "C", "F", "F", "C", "O", "C", "F", "F", "C", "F", "F", "H", "H", "H", "H", "F", "C", "F", "C", "F", "F", "C", "O", "C", "F", "F", "C", "F", "F", "H", "H", "H", "H", "C", "C", "O", "S", "C", "O", "O", "H", "H", "H", "H", "H", "H", "H", "H", "C", "C", "O", "S", "C", "O", "O", "H", "H", "H", "H", "H", "H", "H", "H", "C", "C", "O", "S", "C", "O", "O", "H", "H", "H", "H", "H", "H", "H", "H", "C", "C", "O", "S", "C", "O", "O", "H", "H", "H", "H", "H", "H", "H", "H", "C", "C", "O", "S", "C", "O", "O", "H", "H", "H", "H", "H", "H", "H", "H", "C", "C", "O", "S", "C", "O", "O", "H", "H", "H", "H", "H", "H", "H", "H", "C", "C", "O", "S", "C", "O", "O", "H", "H", "H", "H", "H", "H", "H", "H", "C", "C", "C", "N", "C", "C", "H", "H", "H", "H", "H", "C", "C", "C", "N", "C", "C", "H", "H", "H", "H", "H", "C", "C", "C", "N", "C", "C", "H", "H", "H", "H", "H"], "coordinates": [[-13.82729, -10.62882, 2.12455], [-13.64887, -11.70067, 2.85074], [-14.37125, -11.71000, 3.98517], [-13.79903, -12.98083, 1.97014], [-15.08324, -13.29896, 1.74157], [-13.40012, -14.02183, 2.61994], [-13.05783, -12.89771, 0.62960], [-13.41765, -13.91548, -0.29594], [-12.69673, -15.13355, -0.17494], [-11.40492, -14.85681, -0.11174], [-13.07495, -15.82624, 0.93849], [-13.03807, -16.10495, -1.31794], [-12.95501, -15.62473, -2.51196], [-12.30894, -17.17770, -1.33432], [-12.62537, -11.75040, 3.22233], [-11.99866, -12.65416, 0.71294], [-13.40344, -11.96565, 0.18247], [-14.06798, -16.44191, -1.20024], [-3.35151, -16.07181, -2.18954], [-2.89626, -16.69549, -3.24950], [-2.02107, -17.64461, -2.81218], [-3.95522, -17.46389, -4.10384], [-4.53729, -18.43675, -3.44546], [-3.37952, -18.04777, -5.10997], [-4.94202, -16.43388, -4.72014], [-4.29134, -15.60148, -5.68474], [-4.86067, -14.28784, -5.89746], [-6.04706, -14.47285, -6.44169], [-4.97757, -13.73884, -4.69341], [-3.95779, -13.38453, -6.87127], [-3.55236, -13.94424, -8.03484], [-4.38937, -12.16057, -7.22163], [-2.36632, -15.93096, -3.81763], [-5.29135, -15.85330, -3.86634], [-5.76018, -16.96415, -5.20754], [-3.05346, -13.12447, -6.32113], [-7.13829, -12.86601, -9.31693], [-6.43460, -12.15655, -10.41751], [-6.48469, -12.94045, -11.55049], [-6.79379, -12.28631, -13.05144], [-8.61617, -11.99865, -12.99336], [-6.10752, -11.00105, -13.17082], [-6.61522, -13.25518, -14.12314], [-6.58988, -13.78929, -9.13016], [-8.17377, -13.12638, -9.53619], [-7.35348, -12.25316, -8.44160], [-6.92949, -11.20697, -10.62117], [-5.41373, -11.79342, -10.29895], [-9.10219, -12.71589, -12.33196], [-9.06208, -12.15405, -13.97577], [-8.77510, -10.95678, -12.71524], [-7.84786, -19.98749, -5.39615], [-7.83814, -20.13287, -3.92849], [-7.68785, -18.87241, -3.26893], [-7.89134, -18.79037, -1.68272], [-9.71022, -19.10570, -1.55878], [-7.16038, -19.91518, -1.04740], [-7.61422, -17.42384, -1.17966], [-7.05147, -19.44406, -5.90464], [-8.72047, -19.43585, -5.74593], [-7.86370, -20.98443, -5.83656], [-8.73196, -20.63307, -3.55568], [-7.01025, -20.74093, -3.56386], [-10.25609, -18.49692, -2.27956], [-9.89547, -18.82376, -0.52231], [-9.95358, -20.16790, -1.58385], [-12.05371, -8.42781, -13.31992], [-11.28326, -9.58975, -12.67669], [-11.96067, -10.16767, -11.55149], [-11.19838, -10.15233, -10.07750], [-11.46160, -8.36205, -9.66676], [-11.94848, -10.96108, -9.16161], [-9.77925, -10.46618, -10.31178], [-13.02816, -8.66386, -13.74751], [-11.40964, -8.18264, -14.16441], [-12.18915, -7.56342, -12.66986], [-11.24521, -10.30039, -13.50231], [-10.24972, -9.28894, -12.50521], [-10.88659, -7.80032, -10.40291], [-11.03646, -7.97668, -8.74002], [-12.52424, -8.11968, -9.68033], [-13.46397, -16.35582, -6.21896], [-13.51641, -14.78913, -6.01751], [-13.93189, -14.21832, -7.23878], [-15.64210, -14.06245, -7.48286], [-15.64443, -12.57281, -8.66867], [-16.18132, -15.20885, -8.19242], [-16.15336, -13.55664, -6.19111], [-14.41690, -16.88349, -6.17945], [-12.90134, -16.75737, -5.37617], [-12.86008, -16.51168, -7.11290], [-13.95660, -14.42490, -5.08926], [-12.48225, -14.45693, -5.92652], [-16.67343, -12.72826, -8.99285], [-15.02366, -12.83752, -9.52463], [-15.48854, -11.62286, -8.15739], [-12.78492, -14.53538, -10.16634], [-12.24225, -13.93790, -11.45374], [-12.76949, -14.62504, -12.58475], [-12.12357, -14.18644, -14.11304], [-10.84723, -15.50315, -14.15972], [-13.12055, -14.38840, -15.15190], [-11.38583, -12.91303, -13.91820], [-13.79466, -14.93360, -10.26602], [-12.70134, -13.87603, -9.30241], [-12.21848, -15.43184, -9.91409], [-12.39693, -12.86334, -11.55108], [-11.16545, -14.10183, -11.41209], [-11.24990, -16.45578, -13.81554], [-9.90547, -15.22837, -13.68464], [-10.55445, -15.64702, -15.19976], [-12.38437, -12.45609, -3.38174], [-12.96841, -11.35915, -4.24931], [-11.85704, -10.90697, -5.05430], [-11.96002, -9.31316, -5.66598], [-13.47565, -9.60603, -6.71084], [-12.37719, -8.38470, -4.59863], [-10.78511, -8.98566, -6.46866], [-13.13003, -12.67118, -2.61635], [-11.38770, -12.32685, -2.95976], [-12.27215, -13.36090, -3.97908], [-13.84730, -11.77271, -4.74390], [-13.26663, -10.52219, -3.61790], [-13.38469, -10.40439, -7.44735], [-13.61416, -8.63347, -7.18311], [-14.32908, -9.78539, -6.05694], [-10.30456, -12.76834, -7.35403], [-9.48504, -13.39998, -6.20885], [-10.14148, -14.62802, -5.91329], [-9.40026, -15.89120, -5.11892], [-9.49398, -15.21284, -3.38902], [-10.29088, -17.05573, -5.22492], [-8.02463, -15.98852, -5.57232], [-11.38329, -12.74374, -7.19961], [-10.17445, -13.39722, -8.23476], [-10.04098, -11.74566, -7.62379], [-8.45116, -13.63030, -6.46602], [-9.49658, -12.80269, -5.29715], [-10.53299, -15.26026, -3.06299], [-9.07852, -14.21021, -3.28799], [-8.91212, -15.88091, -2.75403], [-9.72694, -17.59968, -8.69337], [-10.34324, -18.33498, -9.67157], [-10.20935, -17.94510, -11.03645], [-9.46384, -16.87695, -11.40784], [-8.96209, -16.15856, -10.41972], [-9.01182, -16.47104, -9.03510], [-9.81427, -17.86431, -7.64995], [-11.01182, -19.16771, -9.51049], [-10.77122, -18.47546, -11.79104], [-8.41805, -15.24890, -10.62695], [-8.54086, -15.83384, -8.30122], [-6.56652, -12.12774, -2.59550], [-6.15926, -13.32160, -1.97136], [-7.04067, -13.91734, -1.09809], [-8.32924, -13.38199, -0.84809], [-8.68201, -12.26122, -1.48357], [-7.80180, -11.56414, -2.26926], [-5.95346, -11.64729, -3.34365], [-5.10886, -13.54739, -2.08120], [-6.78719, -14.80667, -0.54022], [-9.59346, -11.79036, -1.14599], [-8.09005, -10.64050, -2.74906], [-12.02765, -21.43799, -2.62805], [-11.44265, -22.55943, -3.16826], [-10.94296, -22.43727, -4.46814], [-11.03310, -21.27392, -5.20154], [-11.59900, -20.22178, -4.66277], [-12.17364, -20.25255, -3.38791], [-12.47555, -21.42598, -1.64537], [-11.39225, -23.50899, -2.65618], [-10.61384, -23.32643, -4.98531], [-11.69707, -19.36008, -5.30639], [-12.78262, -19.42613, -3.05237]], "lowdin_charge": [0.14, -0.35, 0.11, -0.50, 0.13, 0.16, -0.07, 0.03, -0.49, 0.17, 0.14, -0.40, 0.14, 0.14, 0.17, 0.15, 0.14, 0.18, 0.12, -0.32, 0.08, -0.53, 0.17, 0.17, -0.05, 0.01, -0.48, 0.15, 0.14, -0.27, 0.10, 0.09, 0.17, 0.13, 0.13, 0.16, -0.07, -0.32, -0.26, 0.69, -0.10, -0.30, -0.30, 0.08, 0.06, 0.09, 0.11, 0.13, 0.06, 0.06, 0.04, -0.06, -0.27, -0.28, 0.67, -0.10, -0.30, -0.32, 0.08, 0.06, 0.09, 0.10, 0.12, 0.05, 0.07, 0.05, -0.06, -0.28, -0.25, 0.67, -0.09, -0.30, -0.30, 0.08, 0.08, 0.07, 0.11, 0.11, 0.06, 0.05, 0.07, -0.03, -0.29, -0.30, 0.73, -0.06, -0.29, -0.33, 0.08, 0.04, 0.08, 0.10, 0.08, 0.06, 0.05, 0.05, -0.05, -0.28, -0.26, 0.74, -0.11, -0.28, -0.34, 0.08, 0.06, 0.07, 0.10, 0.10, 0.06, 0.06, 0.07, -0.06, -0.26, -0.28, 0.72, -0.10, -0.31, -0.30, 0.08, 0.07, 0.05, 0.12, 0.11, 0.04, 0.06, 0.06, -0.05, -0.23, -0.30, 0.68, -0.06, -0.31, -0.30, 0.06, 0.07, 0.07, 0.10, 0.11, 0.05, 0.04, 0.05, -0.09, -0.06, -0.12, 0.06, -0.15, -0.04, 0.08, 0.10, 0.10, 0.08, 0.09, -0.07, -0.08, -0.10, 0.06, -0.20, -0.08, 0.10, 0.10, 0.10, 0.10, 0.10, -0.10, -0.07, -0.11, 0.06, -0.17, -0.07, 0.11, 0.10, 0.10, 0.09, 0.10], "e_above_lowest_kcal_mol": 60.2, "e_homo_ev": -9.6, "e_tot_ev": -219864.14664, "lumo_energy_ev": -0.12, "orbital_gap_ev": 9.5}